{
  "formula": "C23H32IN9O4Tc",
  "method": "the ωB97M-V functional and the def2-TZVPD basis",
  "total_charge": 2,
  "homo_ev": [-12.82, -12.82],
  "total_energy_ha": -2067.45544,
  "multiplicity": 2,
  "max_force_ev_per_a": 1.2,
  "gap_ev": [4.04, 4.82],
  "species": ["Tc", "N", "C", "C", "O", "N", "C", "C", "O", "O", "H", "H", "H", "H", "H", "H", "N", "C", "C", "C", "N", "H", "H", "H", "H", "H", "H", "H", "H", "H", "H", "I", "C", "C", "N", "N", "C", "H", "H", "H", "C", "C", "C", "C", "C", "N", "C", "O", "N", "C", "C", "C", "C", "N", "C", "C", "C", "H", "H", "H", "H", "H", "H", "H", "H", "H", "H", "H", "H", "H"],
  "xyz": [[1.142402, -1.111197, 2.159021], [1.593402, -1.981118, 4.107803], [0.692037, -3.164043, 4.263992], [-0.685553, -2.763530, 3.752338], [-1.720771, -3.146697, 4.222922], [-0.594151, -1.850899, 2.690330], [-1.667666, -0.862999, 2.613792], [-1.040223, 0.484360, 2.982954], [-1.624202, 1.490015, 3.244265], [0.336448, 0.439867, 2.936440], [2.555926, -2.231933, 4.333914], [1.328016, -1.275033, 4.797385], [0.617973, -3.499010, 5.298019], [1.076748, -3.992496, 3.665196], [-2.493198, -1.095918, 3.285913], [-2.053203, -0.751644, 1.597416], [2.899562, 0.211969, 2.112200], [4.099391, -0.112164, 1.294235], [4.423728, -1.597810, 1.294669], [3.452696, -2.450784, 0.486665], [2.221511, -2.798391, 1.267891], [2.522780, 1.154179, 1.847293], [3.207052, 0.334434, 3.076541], [4.949889, 0.466780, 1.656530], [3.904132, 0.218138, 0.273756], [4.486325, -1.974101, 2.322859], [5.422358, -1.728022, 0.877234], [3.924943, -3.378835, 0.162312], [3.120411, -1.918815, -0.406208], [2.496551, -3.474406, 1.981385], [1.589451, -3.312284, 0.653134], [0.146659, 6.165867, -0.817117], [0.670396, 4.684039, 0.502177], [0.232358, 4.506543, 1.797828], [0.840744, 3.405601, 2.261519], [1.642814, 2.833790, 1.347302], [1.546821, 3.615018, 0.278198], [-0.455276, 5.071635, 2.401247], [0.678864, 2.954073, 3.145117], [2.118043, 3.408122, -0.611710], [-3.832675, 3.943113, -3.462240], [-3.465094, 2.502173, -3.649143], [-3.672582, 1.561839, -2.644980], [-3.351326, 0.222337, -2.818427], [-2.791538, -0.195570, -4.019273], [-2.403013, -1.538143, -4.283082], [-2.219625, -2.584122, -3.430926], [-2.344729, -3.741035, -3.730259], [-1.840535, -2.265976, -2.086997], [-0.829028, -1.438139, -1.675685], [-0.202438, -0.471456, -2.482251], [0.757050, 0.347917, -1.926393], [1.115179, 0.213503, -0.598818], [0.551576, -0.726676, 0.171809], [-0.388177, -1.537053, -0.357827], [-2.584373, 0.729482, -5.042628], [-2.923769, 2.055275, -4.856370], [-4.192561, 4.130451, -2.452261], [-4.618861, 4.235025, -4.159191], [-2.976130, 4.592711, -3.644836], [-4.120337, 1.873512, -1.710174], [-3.578597, -0.484402, -2.035536], [-2.507636, -1.846311, -5.240819], [-2.031647, -3.062802, -1.493636], [-0.462199, -0.368025, -3.522929], [1.232005, 1.110670, -2.526241], [1.819691, 0.882090, -0.132769], [-0.815973, -2.276220, 0.306710], [-2.162217, 0.407054, -5.985928], [-2.766629, 2.756477, -5.665655]],
  "forces_ev_per_a": [[-0.8010, -0.9049, -0.1373], [0.0807, -0.0236, 0.1775], [0.0417, 0.0603, 0.0829], [-0.2499, -0.3967, 0.6163], [0.4696, 0.1177, -0.2521], [0.4239, 1.0678, -0.4252], [0.0468, -0.3385, 0.0721], [0.3527, 1.1741, 0.1893], [0.1834, -0.7686, -0.1463], [-0.5019, 0.0229, 0.0054], [-0.1159, 0.0010, -0.0350], [0.0500, -0.0810, 0.0252], [-0.0376, 0.0238, -0.0562], [-0.0027, 0.0078, 0.0568], [0.0275, -0.0184, -0.0434], [0.0199, -0.0539, 0.0139], [-0.2683, 0.3032, 0.2738], [-0.0521, -0.0255, -0.0842], [0.0024, -0.0333, 0.0013], [0.0449, 0.0097, -0.1092], [0.0334, -0.0897, 0.1434], [0.1229, -0.1436, 0.0257], [0.0039, -0.0077, -0.0527], [-0.0439, -0.0301, 0.0253], [0.0312, -0.0100, -0.0135], [0.0530, -0.0072, -0.0011], [-0.0105, -0.0022, -0.0442], [0.0028, 0.0450, 0.0297], [0.0456, -0.0117, -0.0105], [-0.0051, 0.0577, -0.0590], [0.0136, 0.0283, -0.0295], [-0.0190, 0.0583, -0.0419], [-0.0495, -0.0601, 0.1441], [-0.0028, 0.1065, -0.1606], [0.0193, -0.1079, -0.0731], [0.0670, -0.1597, 0.1415], [0.0598, 0.0456, 0.0057], [-0.0309, 0.0463, 0.0199], [-0.0355, -0.0388, 0.0085], [0.0371, -0.0157, -0.0453], [-0.0264, 0.0774, 0.0277], [0.0346, -0.1564, 0.0039], [0.0333, 0.1026, -0.1137], [-0.0193, -0.0163, -0.1803], [0.0458, 0.0916, -0.0242], [-0.0182, -0.1448, -0.0380], [0.0540, 0.2324, 0.1057], [-0.0226, -0.1265, -0.0565], [-0.0419, -0.1530, -0.0728], [0.0473, 0.1269, 0.0119], [0.0531, -0.0384, 0.0544], [-0.0245, 0.0123, -0.0528], [-0.1225, 0.0323, 0.0485], [0.0916, 0.0542, -0.0781], [0.0476, 0.0945, -0.0957], [0.0052, -0.0330, 0.1810], [-0.0455, 0.0248, 0.1041], [-0.0063, 0.0167, 0.0059], [-0.0046, 0.0126, -0.0048], [0.0045, 0.0164, -0.0070], [-0.0218, 0.0302, 0.0227], [-0.0035, -0.0543, 0.0235], [-0.0941, -0.0370, 0.0633], [0.0436, 0.0076, -0.0677], [0.0071, 0.0003, -0.0099], [0.0061, 0.0166, -0.0235], [-0.0200, -0.0102, 0.0093], [-0.0237, -0.0274, -0.0311], [0.0196, -0.0358, -0.0296], [-0.0049, 0.0365, -0.0142]]
}

{
  "formula": "C23H32IrN3OS",
  "method": "the ωB97M-V functional and the def2-TZVPD basis",
  "total_charge": 2,
  "homo_ev": -14.18,
  "total_energy_ha": -1637.15069,
  "relative_energy_kj_mol": 144.2,
  "max_force_ev_per_a": 1.7,
  "gap_ev": 8.06,
  "species": ["Ir", "N", "C", "C", "C", "C", "N", "H", "H", "H", "H", "H", "H", "H", "H", "H", "H", "H", "H", "C", "C", "C", "C", "C", "C", "C", "C", "C", "C", "C", "C", "C", "C", "C", "N", "H", "H", "H", "H", "H", "H", "H", "H", "H", "H", "C", "C", "S", "O", "C", "C", "H", "H", "H", "H", "H", "H", "H", "H", "H", "H"],
  "xyz": [[-0.128815, 0.159985, -0.805658], [-0.261844, 2.248212, -1.626053], [-1.610386, 2.859821, -1.936428], [-2.757680, 1.865087, -1.780872], [-3.046994, 1.042984, -3.023123], [-1.815415, 0.304922, -3.514186], [-1.184605, -0.587689, -2.495265], [0.161551, 2.773051, -0.864418], [0.378911, 2.359933, -2.407961], [-1.570318, 3.275641, -2.942618], [-1.775056, 3.687179, -1.249312], [-3.658327, 2.392485, -1.464083], [-2.507984, 1.182397, -0.970088], [-3.401094, 1.672209, -3.841328], [-3.851145, 0.336560, -2.800171], [-1.043116, 1.009414, -3.826438], [-2.084431, -0.293842, -4.384402], [-0.461892, -1.136764, -2.955377], [-1.883491, -1.255817, -2.172164], [2.496409, -2.910619, -2.159004], [2.246145, -3.937260, -1.255308], [1.281861, -3.777130, -0.272949], [0.561474, -2.587953, -0.206448], [0.832016, -1.546050, -1.089351], [1.795824, -1.707997, -2.070725], [-0.478952, -2.260669, 0.747577], [-1.076255, -3.156111, 1.650140], [-2.068734, -2.713286, 2.467027], [-2.458017, -1.354542, 2.443957], [-3.464950, -0.845947, 3.296418], [-3.793775, 0.477147, 3.272177], [-3.111437, 1.353257, 2.405305], [-2.145223, 0.888493, 1.555822], [-1.817000, -0.483134, 1.537644], [-0.862673, -0.982843, 0.669665], [3.240389, -3.041264, -2.934149], [2.807007, -4.859719, -1.315455], [1.103287, -4.573279, 0.439177], [2.017591, -0.906447, -2.772265], [-0.754937, -4.187006, 1.675197], [-2.563382, -3.393178, 3.149964], [-3.963544, -1.526970, 3.974620], [-4.568799, 0.860660, 3.921027], [-3.352056, 2.408129, 2.421375], [-1.603848, 1.572302, 0.918182], [3.267782, 3.661034, 1.965767], [3.065764, 2.149876, 2.009699], [2.768788, 1.498433, 0.352422], [1.304325, 1.020054, 0.420570], [3.782798, 0.014767, 0.375555], [3.425816, -0.965393, 1.481543], [3.572253, 4.014127, 2.949726], [2.350817, 4.182152, 1.689744], [4.049173, 3.937168, 1.257909], [2.193871, 1.858859, 2.595347], [3.947885, 1.645710, 2.402708], [4.810230, 0.383513, 0.440976], [3.643617, -0.428035, -0.610229], [3.710132, -0.599284, 2.466560], [3.953625, -1.902843, 1.311268], [2.356836, -1.174490, 1.480761]],
  "forces_ev_per_a": [[0.1028, 0.8038, -1.5076], [0.2088, -0.0696, 0.0462], [-0.0488, -0.1892, 0.0367], [-0.0349, 0.1851, -0.1003], [0.1651, -0.1901, 0.2038], [0.0364, 0.0686, -0.1549], [-0.7972, 0.0299, 0.7726], [0.0920, 0.0090, -0.0605], [-0.0706, 0.1245, -0.0428], [-0.0717, 0.0219, 0.0011], [0.1980, 0.0505, -0.0021], [0.0225, 0.0423, -0.0647], [-0.1401, 0.0338, 0.1717], [0.0007, 0.0231, 0.0143], [0.0197, -0.0324, -0.0915], [-0.0172, -0.0130, -0.0988], [0.1305, -0.0808, -0.0029], [-0.0882, -0.1586, -0.0572], [-0.0022, -0.1076, -0.1607], [-0.0646, -0.0030, 0.0024], [0.0536, 0.0383, 0.0086], [-0.0751, -0.0595, -0.0391], [0.0505, -0.2342, -0.0529], [0.7210, 0.2459, 0.1457], [0.0124, -0.0799, -0.1440], [-0.0859, 0.0624, 0.1703], [0.0725, -0.0421, 0.0691], [-0.0670, 0.0092, 0.0803], [-0.0442, 0.0008, -0.0632], [0.0389, -0.0752, 0.0202], [-0.0435, 0.0868, -0.0145], [-0.0358, -0.0145, 0.0284], [0.1173, -0.1302, -0.0340], [0.1098, 0.0389, -0.0149], [-0.0894, -0.4481, 0.0499], [0.0127, -0.0010, 0.0184], [-0.0087, 0.0031, -0.0110], [-0.0313, -0.0044, -0.0356], [0.0095, -0.0094, 0.0349], [0.0179, 0.0101, -0.0470], [0.0048, 0.0178, 0.0034], [0.0111, -0.0019, -0.0109], [0.0231, 0.0024, 0.0160], [0.0102, -0.0025, -0.0104], [-0.0002, 0.0976, 0.0579], [-0.0503, -0.0234, -0.0206], [0.0561, 0.2471, 0.0315], [0.0368, -0.2033, -0.3307], [-0.4377, 0.1306, 1.1215], [-0.0573, -0.1202, 0.1308], [0.0056, 0.0135, -0.0033], [-0.0348, -0.0083, 0.0063], [0.0098, -0.0095, -0.0072], [0.0071, -0.0029, 0.0287], [0.0263, -0.0858, 0.0055], [-0.0114, -0.0199, -0.0135], [-0.0099, 0.0042, -0.0311], [0.0369, 0.0243, -0.0379], [-0.0022, 0.0009, -0.0017], [0.0071, 0.0069, -0.0073], [-0.0070, -0.0125, -0.0013]]
}

{
  "formula": "C23H32N4O2",
  "method": "the ωB97M-V functional and the def2-TZVPD basis",
  "homo_ev": -7.40,
  "total_energy_ha": -1264.40931,
  "relative_energy_kj_mol": 2134.3,
  "max_force_ev_per_a": 13.4,
  "gap_ev": 7.86,
  "species": ["C", "H", "H", "H", "C", "N", "C", "H", "C", "C", "N", "C", "O", "C", "N", "C", "O", "C", "H", "H", "C", "C", "C", "C", "C", "C", "C", "C", "C", "N", "H", "H", "H", "H", "H", "C", "H", "H", "C", "H", "H", "H", "C", "H", "H", "H", "H", "H", "H", "H", "H", "H", "C", "C", "H", "H", "H", "H", "H", "H", "H"],
  "xyz": [[-4.907425, -1.227787, 2.262120], [-4.385987, -1.720939, 3.052757], [-5.831309, -1.458643, 2.032359], [-4.898732, -0.184754, 2.306201], [-4.115115, -1.768877, 0.785273], [-4.727704, -1.011286, -0.188651], [-3.849151, -0.202911, -0.807736], [-2.753111, -0.447875, -1.095742], [-3.811588, 1.387441, -0.518129], [-2.709989, 1.551351, 0.692280], [-1.440635, 1.672841, 0.257084], [-0.710959, 0.539607, 0.499752], [-0.950952, -0.632570, 1.227562], [0.822774, 0.536985, 0.015968], [1.384618, 1.769339, -0.167465], [0.517463, 2.813377, -0.120845], [0.957559, 3.850434, -0.124905], [-0.878628, 2.422619, -0.555867], [-1.345282, 3.487698, -0.647432], [-0.855294, 2.173953, -1.563377], [2.814834, 2.012424, -0.056746], [3.460557, 0.800706, 0.152902], [3.037297, -0.384285, 0.396679], [4.000190, -1.431007, 0.368054], [4.123227, -2.690119, 0.144626], [5.401030, -3.481165, 0.131716], [6.458641, -2.988880, -0.291020], [6.452955, -1.278330, -0.518675], [5.137879, -0.819619, -0.131565], [4.929261, 0.501700, -0.283981], [5.536681, 1.378996, -0.693225], [7.259023, -0.925170, -0.945517], [7.395634, -3.305863, -0.448997], [5.366267, -4.699735, 0.261869], [3.223088, -3.471865, 0.725793], [1.667361, -0.380905, 0.797471], [1.231761, -1.565489, 0.406686], [1.522302, -0.360424, 2.096829], [3.159766, 2.777889, 1.371663], [2.563014, 3.826292, 1.471910], [4.330376, 2.807747, 1.610846], [2.695086, 2.206401, 2.433427], [3.218950, 2.819455, -1.135756], [4.329364, 2.936630, -1.056237], [3.029519, 2.386539, -2.166827], [2.941874, 3.743277, -1.201784], [0.779236, -0.012231, -1.019966], [-2.750120, 0.716597, 1.534205], [-2.857308, 2.693772, 1.013297], [-3.676567, 2.126175, -1.186440], [-4.730962, 1.627423, -0.092472], [-4.071962, 0.009523, -2.064215], [-5.355038, -1.683044, -1.151718], [-4.778356, -2.895327, -1.809002], [-4.056596, -2.419466, -2.512455], [-4.222225, -3.390876, -1.073856], [-5.609652, -3.455978, -2.517745], [-6.332071, -2.225981, -0.324834], [-6.086353, -0.982957, -1.686685], [-4.014105, -2.693799, 1.104255], [-3.034401, -1.379052, 1.006258]],
  "forces_ev_per_a": [[5.3945, -0.7620, -2.3918], [-0.2779, -0.2365, 0.8569], [-4.8545, -1.8103, -0.3154], [0.6141, 1.7345, 0.2154], [2.4546, 6.9682, 7.1155], [1.6211, 0.5494, 0.3138], [4.4958, 7.1371, -8.2749], [-1.3859, -0.5824, 1.5018], [1.8183, -4.8970, 5.7215], [-5.6957, 3.2973, 1.2827], [-0.1176, -11.8056, 6.4220], [2.6869, -6.1017, 3.8016], [-0.3183, 7.0075, -3.9300], [-2.7811, -3.2193, -2.0523], [-0.3973, 1.2754, 1.2495], [-0.7401, -7.1119, -2.5250], [1.8551, 9.8309, 0.7300], [3.1214, 11.2384, -5.0387], [0.1813, -1.6281, 0.5803], [0.2208, -1.1145, -2.2826], [-2.4945, 2.2339, 5.1397], [8.2008, -2.3939, -3.6488], [-2.7698, -1.2489, 2.2199], [0.6450, 2.7274, -1.6189], [-2.4078, -10.1316, 4.9137], [-7.5669, -5.2321, 1.0642], [3.7930, 10.4651, -2.2980], [-7.7455, -8.2969, 4.1530], [7.8243, 2.9063, -2.4120], [-2.2034, 7.0170, -0.3694], [-1.7200, -3.8748, 1.4919], [3.5630, 2.5569, -1.9839], [2.9604, -1.9630, -0.3975], [-0.3698, 3.2735, -0.1242], [2.1992, 2.3715, -2.3401], [-3.2979, -6.6587, 3.5225], [1.0106, 3.3900, 1.8083], [0.2043, 0.0936, -3.9365], [-1.1440, 0.7233, 3.2625], [2.0695, -2.3112, -0.5674], [-2.6399, 0.2556, -0.9105], [1.2384, 1.0379, -3.4536], [5.1914, -3.2841, -4.2040], [-0.5470, -0.1712, -0.3255], [0.1744, 0.0043, 1.2145], [-2.3237, 5.3049, 0.2814], [-0.2664, 0.7597, 1.2510], [-0.2014, 2.1037, -1.7975], [-0.6244, -2.2957, 0.4972], [1.0805, 1.7970, -3.2017], [-1.7706, 0.3013, 1.0204], [-0.3004, -1.3400, 3.0063], [-10.1630, -3.8497, 0.8275], [-1.3376, 1.6663, -4.1106], [0.0170, -0.9184, -0.0452], [0.4285, -1.6023, 0.6975], [2.3183, 1.1100, 2.3333], [1.9522, 0.8962, -2.3968], [1.5077, -1.1750, -0.0531], [-0.6151, -5.3540, -0.6945], [-1.7650, -0.6635, -0.7951]]
}